1.
A 2-piece molecular cluster, C2H3NS overall at a distorted geometry. Source: OMol25; level of theory: wB97M-V/def2-TZVPD.

Its spin multiplicity is 3. As for the energy above the lowest of the compared OMol25 structures with the same formula, charge and spin: 193.5 kJ/mol. Its LUMO energy (alpha / beta) is 0.41 / -3.50 eV. The value obtained for the total energy is -530.7703 Eh. Its HOMO energy (alpha / beta) is -9.970 / -10.497 eV. As for the expectation value of S²: 2.01.

Last column: Mulliken charge in e.
Geometry (Å):
1 C 2.09227 0.30762 0.03545  -0.088
2 C -1.10823 -0.07043 0.01142  -0.685
3 N 3.07802 0.86072 0.02967  -0.306
4 S 0.07687 -1.48045 0.04999  0.169
5 H -1.10560 0.72152 0.77184  0.325
6 H -2.10265 -0.68067 0.04324  0.273
7 H -0.93068 0.34169 -0.94161  0.313

Atomic forces in eV per Å
C -3.676 -2.350 0.032
C -1.870 -2.953 1.017
N 3.059 1.770 -0.021
S 0.453 1.759 0.411
H 0.574 -0.605 -0.009
H 1.448 1.705 -0.176
H 0.012 0.674 -1.254


2.
C2H5CrO2 as an isolated structure at a distorted geometry. Source: OMol25; level of theory: wB97M-V/def2-TZVPD.

Its spin multiplicity is 5. Its LUMO energy (alpha / beta) is -20.88 / -20.19 eV. The value obtained for the total energy is -1272.5148 Eh. As for the net charge: +3. Its HOMO energy (alpha / beta) is -27.541 / -28.398 eV. As for the expectation value of S²: 6.35.

Last column: Mulliken charge in e.
Geometry (Å):
1 C 0.74024 -0.71289 0.51342  -0.670
2 H 0.00084 -1.26767 1.10514  0.419
3 H 1.76333 -0.98590 0.79744  0.393
4 C 0.49668 -0.88774 -0.91156  0.568
5 O -0.25379 -0.13302 -1.55769  -0.600
6 Cr -1.25290 1.44195 -1.33425  1.966
7 H 0.72555 -1.87120 -1.35179  0.455
8 O -0.79450 1.82053 0.56489  -0.579
9 H -1.47486 1.96597 1.24716  0.483
10 H 0.04941 0.62996 0.92725  0.565

Atomic forces in eV per Å
C 0.883 -1.493 -0.481
H -0.540 0.159 0.713
H 0.377 0.864 0.613
C -2.033 0.816 0.085
O 0.539 0.065 -0.216
Cr -0.061 0.877 0.696
H 0.671 -0.282 -0.247
O 1.448 -2.561 -1.987
H -0.595 0.334 1.055
H -0.689 1.222 -0.230


3.
A 10-piece molecular cluster, C6H32NO10 overall at a distorted geometry. Source: OMol25; level of theory: wB97M-V/def2-TZVPD.

As for the energy above the lowest of the compared OMol25 structures with the same formula, charge and spin: 603.5 kJ/mol. Its LUMO energy is 2.94 eV. The value obtained for the total energy is -1054.8194 Eh. As for the net charge: -1. Its HOMO energy is -3.289 eV.

Last column: Mulliken charge in e.
Geometry (Å):
1 C 0.17962 0.78471 -3.26334  -1.195
2 C 0.73353 1.06982 -1.88841  -1.012
3 N 0.19081 0.05629 -0.74003  1.684
4 C 0.80106 0.44878 0.65032  0.645
5 C 0.54510 1.86026 1.00635  -1.937
6 C 0.36691 -1.30480 -1.13864  -0.366
7 C -0.33908 -2.35991 -0.45294  -0.759
8 O 0.23075 -2.97022 0.71314  -0.589
9 H -0.89294 0.43445 -3.34219  0.268
10 H 0.46354 1.65599 -3.87061  0.369
11 H 0.57234 -0.14419 -3.61033  0.379
12 H 0.25177 2.01262 -1.66793  0.523
13 H 1.82306 0.98199 -1.88456  0.698
14 H 0.50585 -0.40604 1.47283  -0.510
15 H 1.85153 0.36948 0.47835  0.849
16 H 1.08010 2.18815 1.87944  0.440
17 H -0.44027 2.03209 1.20181  0.313
18 H 0.92078 2.46073 0.23179  0.440
19 H 2.91315 -1.07668 -0.07016  0.228
20 H 1.20932 -1.51101 -1.71590  -0.065
21 H -1.40691 -1.92860 -0.02423  -0.261
22 H -0.54810 -3.25478 -0.97653  0.461
23 H -2.47357 -1.71090 1.88841  0.233
24 H -2.23537 -0.17594 1.57992  0.443
25 O -2.10394 -0.98587 2.13463  -0.759
26 H 0.43339 -2.42752 2.58953  0.336
27 H -0.64454 -1.37244 2.77008  0.436
28 O 0.28102 -1.55406 3.02974  -0.757
29 H 1.16639 -2.98936 0.89082  0.317
30 H 4.47971 -1.09314 0.15396  0.297
31 O 3.75246 -1.54957 -0.19396  -0.674
32 H -2.63431 1.97762 1.80983  0.406
33 H -2.28531 2.53731 3.27114  0.285
34 O -2.95228 2.52169 2.60953  -0.717
35 H 2.76199 -0.06957 -2.71283  0.198
36 H 3.01495 -1.68458 -2.65238  0.371
37 O 3.25705 -0.84087 -3.05140  -0.687
38 H -3.23312 3.22130 -0.30693  0.318
39 H -2.01367 2.20100 -0.19370  0.315
40 O -2.22994 3.19012 -0.36919  -0.743
41 H -3.37358 0.94233 0.55018  0.269
42 H -0.79502 0.25193 -0.67443  -0.423
43 O -2.46366 0.88224 0.55035  -1.168
44 H -3.34665 -1.18837 -1.40407  0.282
45 H -2.72210 0.07260 -0.81168  0.427
46 O -3.04133 -0.36837 -1.59560  -0.626
47 H 2.84262 -1.08741 2.18051  0.338
48 H 2.42555 0.11395 2.79984  0.326
49 O 3.12133 -0.21324 2.16946  -0.647

Atomic forces in eV per Å
C -0.882 -1.369 -0.116
C -2.346 -1.484 1.213
N 1.478 1.872 -0.294
C -0.707 -2.579 0.317
C 1.445 -0.483 0.562
C -0.797 -0.935 0.113
C -2.158 2.214 0.987
O -0.356 -1.387 2.737
H 0.662 1.446 0.653
H -0.408 -0.469 -0.202
H 1.113 -0.400 -0.740
H 0.884 0.490 0.762
H -0.331 0.668 0.559
H 0.474 2.301 -2.355
H 0.616 -0.376 -0.178
H 0.458 -0.215 0.627
H -2.732 0.743 0.271
H 0.163 1.157 -1.033
H 0.560 0.033 0.085
H 1.162 -0.139 -0.847
H 2.515 -1.010 -1.119
H -0.458 -0.554 -1.592
H -3.829 -6.764 -2.867
H -0.382 0.011 -0.908
O 3.926 6.193 4.122
H -0.387 1.156 0.384
H -0.332 0.263 -0.069
O 0.984 -1.231 0.467
H 0.655 0.566 -1.165
H 1.079 1.392 0.908
O -1.672 -1.802 -1.060
H -0.059 0.708 1.369
H 0.915 -0.193 0.564
O -0.866 -0.345 -1.518
H 0.270 -1.546 -0.027
H -0.294 0.716 0.495
O 0.437 0.684 -0.878
H 2.085 -0.141 -0.078
H -1.049 1.619 0.036
O -1.095 -0.389 -0.422
H -3.221 0.244 -0.064
H -0.728 0.145 0.088
O 3.193 -0.429 0.275
H -1.193 -3.759 1.083
H 0.236 0.303 1.261
O 0.691 3.124 -2.991
H -0.451 -3.023 -0.406
H 0.972 0.122 -0.773
O -0.241 2.852 1.763


- What is the formula in the first record?
  C2H3NS